[1]
Density functional theory data (ωB97M-V with the def2-TZVPD basis set) for a structure of composition C6H18F6N4PTi.

Last column: Löwdin spin population.
Positions of all 36 atoms, in Å:
Ti: -0.822 0.783 0.719  0.9295
N: 0.820 1.924 -0.359  0.0103
C: 1.830 1.376 -1.313  0.0106
C: 1.339 0.072 -1.911  0.0691
N: 1.097 -0.977 -0.929  0.6445
C: 0.236 -2.078 -1.361  0.0548
C: -1.247 -1.772 -1.300  0.0324
N: -1.683 -1.208 0.019  0.0063
C: 2.021 -1.235 0.170  0.0639
C: 1.302 -1.496 1.475  0.0253
N: 0.575 -0.285 1.943  0.0114
H: 0.157 2.481 -0.906  0.0009
H: 1.229 2.568 0.325  0.0008
H: 2.789 1.221 -0.819  0.0001
H: 1.972 2.081 -2.148  -0.0007
H: 2.072 -0.262 -2.675  0.0392
H: 0.375 0.216 -2.418  0.0102
H: 0.459 -2.966 -0.768  0.0014
H: 0.483 -2.364 -2.392  0.0232
H: -1.800 -2.698 -1.528  0.0005
H: -1.516 -1.053 -2.074  0.0006
H: -1.755 -1.943 0.725  0.0004
H: -2.646 -0.866 -0.076  0.0004
H: 2.714 -0.390 0.275  0.0004
H: 2.666 -2.118 -0.038  0.0326
H: 2.051 -1.785 2.219  0.0003
H: 0.604 -2.341 1.413  -0.0001
H: 1.243 0.409 2.293  0.0009
H: 0.010 -0.516 2.767  0.0025
F: -1.656 1.201 -0.879  0.0731
P: -2.701 2.449 1.326  0.3384
F: -2.896 2.967 2.789  0.0504
F: -2.522 3.823 0.593  0.0945
F: -2.134 0.285 2.056  0.2038
F: -4.197 2.151 0.961  0.0977
F: -0.469 2.343 1.825  0.1707

## Properties
- Net charge: +2
- Highest occupied orbital energy (spin up / spin down): -15.29 / -18.63 eV
- 2S+1: 4
- ⟨S²⟩: 3.759
- DFT total energy: -61172.4339 eV
- LUMO level (spin up / spin down): -6.472 / -10.824 eV
- Frontier orbital gap (spin up / spin down): 0.324 / 0.287 Eh



[2]
Density functional theory data (ωB97M-V with the def2-TZVPD basis set) for an isolated molecule of C29H31ClN2O3.

Last column: Mulliken charge in e.
Positions of all 66 atoms, in Å:
C: 2.900 8.144 1.572  -1.4372
C: 3.317 6.763 1.170  0.7159
C: 2.419 5.920 0.528  0.0220
C: 2.797 4.643 0.137  -0.1139
C: 4.094 4.204 0.374  -0.2030
C: 4.994 5.039 1.011  -0.8477
C: 4.607 6.306 1.409  -0.5685
H: 5.317 6.951 1.908  0.3806
H: 6.002 4.700 1.198  0.4035
H: 4.396 3.217 0.053  0.4716
C: 1.833 3.777 -0.616  0.3915
O: 1.699 3.872 -1.821  -0.6708
N: 1.115 2.897 0.128  0.1528
C: 1.288 2.700 1.545  -0.7370
H: 0.302 2.691 2.024  0.3488
C: 2.023 1.391 1.871  -0.9292
C: 1.096 0.186 1.888  0.8018
O: 0.880 -0.418 2.923  -0.7004
N: 0.522 -0.160 0.711  0.3112
C: 0.771 0.540 -0.531  -0.4827
H: 1.845 0.571 -0.742  0.5378
C: 0.227 1.974 -0.543  -1.2686
H: -0.757 2.006 -0.065  0.3296
H: 0.142 2.322 -1.575  0.4319
H: 0.294 -0.036 -1.323  0.2479
C: -0.412 -1.274 0.712  -0.9098
C: 0.044 -2.430 -0.185  -0.9670
O: -0.110 -2.120 -1.554  -0.1456
C: 0.175 -3.206 -2.418  -1.2779
C: -0.927 -4.235 -2.419  0.6691
C: -0.886 -5.332 -1.568  -0.2025
C: -1.936 -6.232 -1.519  -0.7676
C: -3.033 -6.038 -2.340  0.3786
C: -3.086 -4.960 -3.209  -0.7766
C: -2.037 -4.061 -3.236  -0.4287
H: -2.078 -3.213 -3.903  0.4498
H: -3.942 -4.826 -3.853  0.4288
Cl: -4.352 -7.152 -2.280  -0.2149
H: -1.903 -7.077 -0.849  0.4416
H: -0.022 -5.496 -0.940  0.4194
H: 0.276 -2.757 -3.409  0.4780
H: 1.132 -3.667 -2.133  0.4194
H: -0.564 -3.308 0.071  0.5601
H: 1.100 -2.662 0.027  0.4627
H: -0.394 -1.652 1.741  0.5851
C: -1.842 -0.825 0.373  -0.6144
C: -2.813 -1.962 0.539  -0.0654
C: -3.488 -2.486 -0.553  0.0022
C: -4.369 -3.542 -0.397  -0.6993
C: -4.575 -4.096 0.853  -0.5969
C: -3.908 -3.578 1.950  -0.7877
C: -3.037 -2.515 1.795  -0.2378
H: -2.529 -2.107 2.657  0.4528
H: -4.070 -4.001 2.931  0.4102
H: -5.257 -4.925 0.973  0.4189
H: -4.897 -3.933 -1.254  0.5515
H: -3.324 -2.063 -1.534  0.3421
H: -1.878 -0.459 -0.653  0.3687
H: -2.111 -0.010 1.050  0.5555
H: 2.838 1.240 1.161  0.3311
H: 2.448 1.463 2.873  0.4131
H: 1.855 3.542 1.945  0.4717
H: 1.413 6.259 0.327  0.4540
H: 3.567 8.549 2.329  0.3831
H: 1.883 8.144 1.960  0.3581
H: 2.926 8.805 0.705  0.2986

## Properties
- Net charge: 0
- Highest occupied orbital energy: -8.90 eV
- DFT total energy: -52222.6279 eV
- LUMO level: 0.678 eV
- Frontier orbital gap: 0.352 Eh
- Structure (SMILES): Cc1cccc(C(=O)N2CCC(=O)N([C@H](COCc3ccc(Cl)cc3)Cc3ccccc3)CC2)c1



[3]
Density functional theory data (ωB97M-V with the def2-TZVPD basis set) for a structure of composition C36H50HgN6O4PS3.

Last column: Löwdin spin population.
Positions of all 101 atoms, in Å:
Hg: 0.579 -0.906 1.590  0.3861
C: 1.836 6.105 3.842  0.0000
C: 0.919 4.932 4.086  0.0000
C: 1.408 3.626 4.063  0.0001
C: 0.578 2.553 4.342  0.0007
C: -0.758 2.781 4.652  0.0000
C: -1.270 4.069 4.647  0.0000
C: -0.429 5.139 4.368  0.0000
S: -1.792 1.372 5.002  0.0034
O: -3.074 1.895 5.446  0.0010
O: -1.085 0.577 5.976  0.0003
N: -1.778 0.602 3.631  0.0147
C: -2.616 0.824 2.579  0.0070
C: -3.773 1.652 2.563  0.0020
C: -4.540 1.722 1.423  -0.0006
C: -4.187 0.979 0.294  0.0013
C: -3.045 0.207 0.385  0.0050
N: -2.276 0.138 1.465  0.0731
H: 2.848 5.766 3.623  0.0000
H: 1.874 6.751 4.722  0.0000
H: 1.488 6.709 3.000  0.0000
H: 2.452 3.448 3.829  0.0000
H: 0.951 1.535 4.328  0.0009
H: -2.318 4.218 4.875  0.0000
H: -0.823 6.150 4.372  0.0000
H: -4.042 2.184 3.463  0.0002
H: -5.426 2.347 1.404  0.0000
H: -4.774 1.010 -0.616  0.0003
H: -2.714 -0.414 -0.443  0.0005
S: 3.151 -0.108 0.986  0.2330
C: 3.859 -1.038 2.251  0.0236
S: 2.917 -2.048 3.260  0.1094
C: 5.256 -0.976 2.460  0.0108
C: 5.925 -1.723 3.475  0.0039
N: 6.540 -2.312 4.258  -0.0002
C: 6.123 -0.181 1.652  0.0069
N: 6.882 0.442 1.041  0.0019
C: -2.993 -4.799 4.568  0.0003
N: -2.436 -4.650 3.244  0.0015
C: -2.089 -3.452 2.648  0.0091
N: -2.134 -2.367 3.464  0.0093
O: -1.823 -3.416 1.451  0.0265
H: -3.439 -5.788 4.659  0.0000
H: -3.771 -4.053 4.749  0.0000
H: -2.235 -4.691 5.351  0.0001
H: -2.405 -5.439 2.629  0.0002
H: -2.029 -2.464 4.460  0.0000
H: -1.808 -1.482 3.093  0.0217
O: 0.399 -1.003 -1.566  0.0291
P: 0.431 -0.513 -2.971  0.0010
C: -0.970 -1.096 -4.036  0.0001
C: -2.305 -1.043 -3.267  0.0001
C: -2.535 -2.246 -2.347  0.0003
C: -2.399 -3.563 -3.106  0.0001
C: -1.011 -3.626 -3.739  0.0000
C: -0.826 -2.466 -4.717  0.0000
C: 1.934 -0.985 -3.953  0.0003
C: 3.182 -0.086 -3.848  0.0000
C: 3.975 -0.285 -2.551  0.0004
C: 4.372 -1.744 -2.359  0.0004
C: 3.111 -2.600 -2.361  0.0000
C: 2.357 -2.444 -3.685  0.0000
C: 0.411 1.331 -3.177  0.0000
C: 1.242 1.976 -2.043  0.0003
C: 0.435 2.266 -0.775  0.0027
C: -0.807 3.099 -1.076  0.0001
C: -1.679 2.318 -2.054  0.0000
C: -0.924 2.075 -3.360  0.0000
H: -1.004 -0.341 -4.831  0.0000
H: -3.120 -0.992 -4.000  0.0000
H: -2.351 -0.134 -2.668  0.0000
H: -3.534 -2.166 -1.912  0.0000
H: -1.814 -2.240 -1.526  0.0003
H: -3.169 -3.636 -3.885  0.0000
H: -2.532 -4.398 -2.416  0.0000
H: -0.867 -4.578 -4.259  0.0000
H: -0.274 -3.556 -2.935  0.0000
H: -1.605 -2.530 -5.487  0.0000
H: 0.131 -2.540 -5.237  0.0000
H: 1.573 -0.908 -4.988  0.0001
H: 2.924 0.969 -3.963  0.0000
H: 3.830 -0.343 -4.695  0.0000
H: 3.371 -0.006 -1.686  0.0002
H: 4.857 0.359 -2.562  0.0002
H: 4.899 -1.849 -1.409  0.0005
H: 5.046 -2.065 -3.166  0.0000
H: 2.466 -2.284 -1.536  -0.0002
H: 3.362 -3.653 -2.210  0.0000
H: 1.490 -3.102 -3.681  0.0000
H: 3.007 -2.768 -4.508  0.0000
H: 0.953 1.466 -4.120  0.0000
H: 1.682 2.908 -2.418  0.0001
H: 2.059 1.317 -1.758  0.0000
H: 1.083 2.775 -0.060  -0.0001
H: 0.123 1.321 -0.321  0.0095
H: -0.521 4.063 -1.517  0.0001
H: -1.361 3.288 -0.153  0.0000
H: -2.609 2.851 -2.271  0.0000
H: -1.938 1.376 -1.574  0.0000
H: -0.688 3.057 -3.788  0.0000
H: -1.563 1.552 -4.076  0.0000

## Properties
- Net charge: -2
- Highest occupied orbital energy (spin up / spin down): -1.46 / -1.90 eV
- 2S+1: 2
- ⟨S²⟩: 0.757
- DFT total energy: -101248.1302 eV
- LUMO level (spin up / spin down): 3.713 / 3.712 eV
- Frontier orbital gap (spin up / spin down): 0.190 / 0.206 Eh



[4]
Density functional theory data (ωB97M-V with the def2-TZVPD basis set) for a cluster of 13 separate species, C21H68N8O13 in total.

Last column: Mulliken charge in e.
Positions of all 110 atoms, in Å:
C: -2.195 -11.646 13.627  -0.6710
C: -2.053 -10.457 14.625  0.3024
O: -0.858 -10.564 15.470  -0.6042
H: -1.233 -12.098 13.354  0.4112
H: -2.837 -11.365 12.825  0.4775
H: -2.796 -12.454 14.043  -0.2677
H: -2.972 -10.471 15.236  -0.4895
H: -1.927 -9.528 14.116  0.5554
H: -1.092 -11.211 16.196  0.3330
C: -10.008 -13.149 18.978  -1.2332
C: -8.731 -13.301 19.658  0.2374
O: -8.471 -12.131 20.355  -0.7554
H: -10.114 -12.433 18.196  0.0244
H: -10.881 -13.128 19.634  0.4214
H: -10.228 -14.068 18.461  0.4363
H: -7.873 -13.636 19.061  -0.2181
H: -8.859 -14.153 20.270  0.5165
H: -7.585 -12.014 20.670  0.3767
C: -8.692 -14.366 14.309  -0.9284
C: -8.590 -14.700 15.777  0.6755
O: -9.282 -15.853 16.175  -0.6163
H: -8.312 -15.125 13.783  0.4747
H: -8.245 -13.423 14.050  -0.1428
H: -9.745 -14.207 14.001  0.3548
H: -9.096 -13.962 16.345  -0.3164
H: -7.553 -14.712 16.054  0.1490
H: -8.668 -16.569 15.968  0.3870
C: -4.806 -15.874 14.542  -0.3874
C: -4.375 -17.039 13.614  -0.6009
O: -5.346 -18.010 13.773  -0.5322
H: -4.835 -16.335 15.494  0.6439
H: -5.776 -15.478 14.287  -0.0636
H: -4.023 -15.105 14.487  0.0706
H: -3.459 -17.466 13.903  0.3546
H: -4.322 -16.677 12.576  0.2718
H: -5.223 -18.732 13.157  0.3000
C: -6.730 -8.874 14.831  0.1780
C: -7.845 -9.302 13.878  -0.7673
O: -7.744 -10.668 13.639  -0.4380
H: -5.829 -9.589 14.753  -0.2892
H: -7.074 -8.856 15.919  -0.0986
H: -6.377 -7.887 14.563  0.4847
H: -7.628 -8.782 12.958  0.4843
H: -8.870 -9.064 14.243  0.1864
H: -8.440 -10.969 13.051  0.2298
C: -4.620 -13.583 12.114  -0.3814
C: -5.969 -12.895 11.633  -0.0580
O: -5.806 -11.507 11.793  -0.5850
H: -4.701 -13.432 13.193  -0.4793
H: -3.794 -13.117 11.598  0.4420
H: -4.680 -14.564 11.843  0.3314
H: -6.807 -13.133 12.266  -0.1506
H: -6.212 -13.127 10.617  0.4431
H: -6.421 -11.264 12.467  0.4168
C: -2.726 -13.109 17.485  0.2526
C: -1.402 -13.550 17.052  -0.9320
O: -0.443 -12.528 17.367  -0.5864
H: -2.862 -12.187 16.914  -0.1626
H: -2.644 -12.775 18.473  0.4706
H: -3.498 -13.915 17.471  0.0121
H: -1.429 -13.694 15.981  0.2972
H: -1.162 -14.541 17.360  0.3766
H: -0.488 -12.304 18.325  0.3565
C: -5.561 -12.389 15.543  0.5029
C: -6.536 -11.929 16.618  1.2626
O: -5.889 -10.913 17.461  3.8021
H: -6.063 -13.041 14.797  -0.1917
H: -4.608 -12.893 15.820  -0.6250
H: -5.211 -11.544 14.981  -0.3237
H: -7.000 -12.664 17.297  -0.3985
H: -7.400 -11.434 16.297  -0.5238
H: -6.541 -10.462 17.958  -1.0428
C: -4.141 -8.803 21.515  0.4988
O: -2.765 -8.697 21.582  -0.7235
N: -4.934 -8.463 22.534  -0.3171
N: -4.759 -9.274 20.539  0.0324
H: -4.520 -8.154 23.391  0.2722
H: -5.891 -8.780 22.588  0.1610
H: -4.138 -9.498 19.714  -0.0944
H: -5.721 -8.993 20.312  -0.0814
C: -7.491 -8.577 18.939  0.2375
O: -7.114 -7.724 18.027  -0.7377
N: -7.325 -8.245 20.205  -0.4913
N: -7.976 -9.759 18.668  -0.2816
H: -6.961 -7.275 20.392  0.3106
H: -7.698 -8.761 21.034  0.2499
H: -8.410 -9.824 17.694  0.0343
H: -8.162 -10.507 19.387  0.1806
C: -3.147 -8.898 17.537  0.0500
O: -2.065 -8.038 17.589  -0.8039
N: -3.281 -9.976 18.322  0.3127
N: -4.130 -8.692 16.683  0.2292
H: -2.581 -10.074 19.015  0.3964
H: -3.871 -10.718 17.997  -0.9227
H: -4.165 -7.883 16.060  0.2633
H: -4.986 -9.252 16.666  -0.8027
C: -5.407 -12.946 20.482  0.2419
O: -5.385 -14.042 21.350  -0.8045
N: -5.628 -11.734 20.884  -0.2387
N: -5.299 -12.983 19.191  0.6852
H: -5.817 -11.771 21.873  0.2838
H: -5.370 -10.798 20.521  0.3963
H: -5.031 -13.941 18.911  0.2533
H: -5.485 -12.315 18.444  -0.9538
C: -10.015 -11.122 15.831  -1.1087
O: -9.608 -10.085 16.663  -0.6095
H: -9.277 -11.872 15.506  0.3224
H: -10.483 -10.614 14.992  0.4924
H: -10.875 -11.632 16.300  0.3391
H: -10.243 -9.329 16.598  0.2856

## Properties
- Net charge: 0
- Highest occupied orbital energy: -8.70 eV
- DFT total energy: -61413.2592 eV
- LUMO level: -0.267 eV
- Frontier orbital gap: 0.310 Eh



What did we get for energy above the lowest of the compared OMol25 structures with the same formula, charge and spin? Answer: 0.0 0.0 41.6 95.9 kJ/mol, in the order shown.